The following is a DFT calculation (wB97M-V/def2-TZVPD) of C5H10O2 in the gas phase.

```
17
Properties=species:S:1:pos:R:3:forces:R:3
C -1.1882 -1.1998 0.5326 0.005 -0.073 -0.038
C -0.5951 -0.0399 -0.2344 -0.032 -0.156 0.152
C 0.8458 -0.1265 -0.6863 0.011 0.003 -0.100
C 1.8358 -0.0180 0.4702 0.079 -0.410 -0.140
O 1.8013 1.2560 1.0648 -0.138 0.227 0.134
C -1.4807 0.9243 -0.8918 -0.202 -0.013 -0.263
O -0.9313 1.2199 0.3861 0.020 0.197 0.078
H -1.0594 -2.1673 0.0364 0.047 0.216 -0.085
H -0.7224 -1.2700 1.5197 -0.019 0.021 -0.087
H -2.2550 -1.0244 0.6741 0.043 -0.048 0.063
H 1.0472 0.6960 -1.3804 0.007 -0.079 0.040
H 0.9856 -1.0637 -1.2369 0.046 0.054 0.107
H 2.8546 -0.1691 0.0977 -0.127 -0.008 0.036
H 1.6452 -0.8126 1.2117 0.000 0.139 -0.079
H 0.8789 1.5543 1.0578 0.180 0.023 0.044
H -2.5560 0.7538 -0.8971 0.124 0.011 0.020
H -1.0997 1.5325 -1.7120 -0.044 -0.103 0.117
```
Forces are in eV/Å.

Computed properties:
- SMILES: C[C@@]1(CCO)CO1
- Total energy: -9440.9559 eV
- Energy above the lowest of the compared OMol25 structures with the same formula, charge and spin: 201.4 kJ/mol
- Frontier orbital gap: 10.95 eV
- HOMO energy: -10.0 eV
- Spin multiplicity: 1
- Strongest force on any atom: 0.44 eV/A